No. 1
The ion C5H11N2O with charge +1 at a distorted geometry, computed with the ωB97M-V functional and the def2-TZVPD basis.

As for the SMILES: CC(C)=CC[N+](N)=O. As for the energy above the lowest of the compared OMol25 structures with the same formula, charge and spin: 577.1 kJ/mol. The lowest unoccupied orbital energy is -5.5 eV. The spin multiplicity is 1. Its energy is -10379.62448 eV. Its HOMO-LUMO gap is 8.135 eV. As for the charge: +1.

Each line ends with the Löwdin charge.
Positions of all 19 atoms, in Å:
1 C 2.558 -0.116 -0.332  -0.063
2 C 1.230 -0.084 0.244  -0.340
3 C 0.935 0.701 1.523  -0.009
4 C 0.309 -0.753 -0.450  -0.071
5 C -1.186 -0.873 -0.028  -0.039
6 N -2.417 0.105 -0.114  -0.247
7 N -2.538 0.607 -1.295  0.269
8 O -3.084 0.341 0.837  0.196
9 H 2.688 0.694 -1.069  0.104
10 H 3.066 -0.937 -0.745  0.073
11 H 3.281 0.291 0.545  0.141
12 H 1.735 0.537 2.236  0.092
13 H 0.020 0.385 2.011  0.069
14 H 0.715 1.716 1.257  0.091
15 H 0.616 -1.207 -1.395  0.119
16 H -1.212 -1.380 1.017  0.170
17 H -1.564 -1.572 -0.824  0.136
18 H -1.886 0.236 -1.872  0.100
19 H -3.266 1.311 -1.547  0.208



No. 2
An isolated molecule of C4H8OSi at a distorted geometry, computed with the ωB97M-V functional and the def2-TZVPD basis.

As for the SMILES: CC#CO[SiH2]C. As for the energy above the lowest of the compared OMol25 structures with the same formula, charge and spin: 166.4 kJ/mol. The lowest unoccupied orbital energy is 0.9 eV. The spin multiplicity is 1. Its energy is -14200.91734 eV. Its HOMO-LUMO gap is 9.599 eV.

Each line ends with the Löwdin charge.
Positions of all 14 atoms, in Å:
1 C -0.156 2.963 1.851  -0.125
2 C -0.019 1.873 0.924  -0.110
3 C 0.053 0.957 0.162  -0.237
4 O 0.182 0.009 -0.692  -0.201
5 Si -0.570 -1.479 -0.663  0.608
6 C 0.637 -2.468 -1.688  -0.242
7 H -0.939 2.668 2.573  0.078
8 H 0.804 3.118 2.462  0.107
9 H -0.590 3.744 1.287  0.055
10 H -1.812 -1.348 -1.402  -0.027
11 H -0.488 -1.751 0.770  -0.007
12 H 1.517 -1.929 -2.147  0.053
13 H 1.213 -3.153 -1.048  0.015
14 H 0.166 -3.205 -2.390  0.033



No. 3
A cluster of 2 separate species, C42H51N4O4Si in total at a distorted geometry, computed with the ωB97M-V functional and the def2-TZVPD basis.

As for the energy above the lowest of the compared OMol25 structures with the same formula, charge and spin: 0.0 kJ/mol. The lowest unoccupied orbital energy is -4.6 eV. The spin multiplicity is 1. Its energy is -66402.87299 eV. Its HOMO-LUMO gap is 6.526 eV. As for the charge: +1.

Each line ends with the Löwdin charge.
Positions of all 102 atoms, in Å:
1 C 1.406 1.347 -0.532  -0.146
2 Si 0.082 1.664 0.739  0.393
3 C 0.637 2.941 1.969  -0.138
4 C -1.560 2.153 0.005  -0.146
5 O -0.148 0.177 1.445  -0.182
6 C -0.487 -0.382 2.699  -0.329
7 C 0.794 -0.624 3.520  -0.169
8 C 2.050 -0.620 2.910  -0.037
9 C 3.201 -0.787 3.690  -0.070
10 C 3.096 -1.018 5.062  -0.079
11 C 1.835 -1.089 5.665  -0.058
12 C 0.687 -0.879 4.898  -0.053
13 C -1.471 0.582 3.400  -0.148
14 C -1.013 1.519 4.335  -0.052
15 C -1.883 2.488 4.849  -0.063
16 C -3.209 2.541 4.417  -0.074
17 C -3.668 1.611 3.479  -0.067
18 C -2.797 0.646 2.957  -0.041
19 C -1.162 -1.755 2.440  -0.258
20 C -0.519 -3.067 2.923  -0.107
21 C -1.360 -4.118 2.184  -0.138
22 C -2.024 -3.376 1.010  -0.177
23 N -1.398 -2.047 1.051  -0.023
24 H 1.438 2.177 -1.252  0.043
25 H 2.386 1.292 -0.035  0.043
26 H 1.252 0.412 -1.083  0.008
27 H 1.095 3.771 1.407  0.046
28 H -0.202 3.344 2.550  0.035
29 H 1.385 2.541 2.666  0.044
30 H -1.408 2.899 -0.790  0.039
31 H -2.093 1.293 -0.422  0.024
32 H -2.202 2.598 0.778  0.038
33 H 2.131 -0.461 1.833  0.100
34 H 4.176 -0.738 3.200  0.106
35 H 3.995 -1.150 5.667  0.108
36 H 1.734 -1.300 6.733  0.112
37 H -0.302 -0.899 5.367  0.132
38 H 0.033 1.515 4.649  0.120
39 H -1.504 3.202 5.584  0.113
40 H -3.882 3.307 4.806  0.109
41 H -4.704 1.630 3.134  0.109
42 H -3.149 -0.055 2.197  0.115
43 H -2.135 -1.730 2.970  0.146
44 H 0.528 -3.101 2.582  0.104
45 H -0.526 -3.159 4.014  0.122
46 H -0.750 -4.954 1.830  0.103
47 H -2.137 -4.515 2.847  0.115
48 H -1.851 -3.852 0.043  0.089
49 H -3.119 -3.322 1.168  0.123
50 H -1.920 -1.319 0.565  0.123
51 C -2.687 -2.040 -7.249  -0.001
52 N -2.055 -1.446 -6.094  -0.036
53 C -1.984 -0.087 -5.957  -0.357
54 O -2.446 0.739 -6.742  0.104
55 C -1.240 0.190 -4.650  -0.146
56 C -1.904 1.217 -3.736  -0.097
57 C -2.128 2.573 -4.360  -0.241
58 C -3.381 3.181 -4.233  -0.039
59 C -3.621 4.411 -4.847  -0.068
60 C -2.589 5.058 -5.541  -0.074
61 C -1.316 4.475 -5.610  -0.066
62 C -1.081 3.233 -5.011  -0.041
63 N -1.174 -1.139 -4.037  0.058
64 C -0.765 -1.301 -2.759  0.030
65 C -0.443 -2.509 -2.152  -0.050
66 C 0.162 -2.597 -0.894  0.018
67 C 0.912 -3.785 -0.517  -0.183
68 C 0.592 -5.045 -1.076  0.069
69 C 1.406 -6.170 -0.837  -0.135
70 N 1.186 -7.361 -1.591  -0.310
71 O 1.943 -8.340 -1.398  0.081
72 O 0.255 -7.383 -2.432  0.062
73 C 2.491 -6.105 0.052  0.041
74 C 2.783 -4.882 0.658  -0.025
75 C 2.023 -3.740 0.378  0.012
76 C -1.592 -2.223 -4.946  -0.458
77 C -2.741 -3.056 -4.359  0.014
78 C -0.439 -3.142 -5.377  0.019
79 H -2.985 -1.242 -7.935  0.103
80 H -1.997 -2.722 -7.762  0.100
81 H -3.577 -2.610 -6.956  0.096
82 H -0.218 0.539 -4.908  0.173
83 H -2.867 0.809 -3.389  0.137
84 H -1.265 1.352 -2.849  0.096
85 H -4.161 2.656 -3.675  0.114
86 H -4.615 4.857 -4.782  0.108
87 H -2.777 6.018 -6.025  0.107
88 H -0.504 4.978 -6.136  0.108
89 H -0.097 2.761 -5.055  0.113
90 H -0.630 -0.384 -2.180  0.126
91 H -0.634 -3.430 -2.702  0.077
92 H 0.356 -1.679 -0.334  0.104
93 H -0.274 -5.177 -1.726  0.122
94 H 3.082 -7.003 0.218  0.131
95 H 3.628 -4.823 1.347  0.123
96 H 2.298 -2.772 0.808  0.114
97 H -3.577 -2.398 -4.088  0.108
98 H -3.079 -3.788 -5.105  0.095
99 H -2.416 -3.597 -3.467  0.074
100 H 0.250 -2.592 -6.031  0.106
101 H 0.117 -3.516 -4.514  0.075
102 H -0.848 -3.999 -5.929  0.100



No. 4
A structure of composition C12H11Br2IN2S, computed with the ωB97M-V functional and the def2-TZVPD basis.

As for the energy above the lowest of the compared OMol25 structures with the same formula, charge and spin: 0.0 kJ/mol. The lowest unoccupied orbital energy is -0.8 eV. The spin multiplicity is 1. Its energy is -174623.28659 eV. Its HOMO-LUMO gap is 8.503 eV.

Each line ends with the Löwdin charge.
Positions of all 29 atoms, in Å:
1 C 0.772 2.404 0.754  -0.102
2 C 0.701 2.399 -0.749  -0.775
3 Br 1.891 3.590 -1.604  0.742
4 C -0.099 1.590 -1.436  -0.754
5 Br -0.143 1.540 -3.318  0.774
6 C -1.000 0.631 -0.750  -0.241
7 C -2.274 1.024 -0.508  0.035
8 C -3.133 0.140 0.179  -0.352
9 N -4.413 0.351 0.508  -0.234
10 S -4.889 -0.951 1.302  1.007
11 N -3.580 -1.860 1.232  -0.233
12 C -2.650 -1.136 0.597  -0.349
13 C -1.322 -1.524 0.318  0.023
14 C -0.503 -0.671 -0.349  -0.158
15 C 0.918 -1.060 -0.699  -0.215
16 C 1.747 -1.601 0.477  -0.770
17 C 3.221 -1.218 0.377  -0.181
18 I 1.631 -3.744 0.577  0.864
19 H -0.227 2.474 1.184  0.089
20 H 1.365 3.238 1.110  0.060
21 H 1.211 1.469 1.114  0.079
22 H -2.633 1.993 -0.827  0.137
23 H -0.991 -2.507 0.625  0.065
24 H 0.889 -1.794 -1.505  0.110
25 H 1.426 -0.175 -1.076  0.094
26 H 1.326 -1.222 1.406  0.076
27 H 3.315 -0.156 0.145  0.074
28 H 3.731 -1.426 1.316  0.071
29 H 3.715 -1.800 -0.398  0.064



No. 5
A structure of composition C17H14BiCl2O2 at a distorted geometry, computed with the ωB97M-V functional and the def2-TZVPD basis.

As for the energy above the lowest of the compared OMol25 structures with the same formula, charge and spin: 0.0 kJ/mol. The lowest unoccupied orbital energy is 1.5 eV. The spin multiplicity is 1. Its energy is -52835.72129 eV. Its HOMO-LUMO gap is 4.496 eV. As for the charge: -1.

Each line ends with the Löwdin charge.
Positions of all 36 atoms, in Å:
1 C 2.419 -2.687 0.551  -0.201
2 C 2.458 -2.820 -0.858  -0.169
3 C 1.130 -2.733 -1.365  -0.238
4 H 3.354 -3.007 -1.441  0.093
5 C 0.248 -2.514 -0.231  -0.330
6 C 1.067 -2.599 0.952  -0.201
7 H 0.703 -2.650 1.970  0.082
8 H 3.267 -2.641 1.220  0.086
9 H 0.806 -2.943 -2.385  0.095
10 H -0.844 -2.531 -0.247  0.097
11 Bi 0.751 -0.009 -0.547  1.552
12 Cl 2.812 0.582 0.618  -0.095
13 C 1.497 2.164 -4.541  -0.238
14 C 0.263 1.523 -4.888  -0.240
15 C 0.574 0.293 -5.554  -0.231
16 H -0.735 1.918 -4.711  0.040
17 C 2.001 0.174 -5.620  -0.223
18 C 2.572 1.331 -4.995  -0.225
19 H 3.633 1.551 -4.910  0.046
20 H 1.601 3.131 -4.054  0.042
21 H -0.143 -0.413 -5.966  0.043
22 H 2.554 -0.639 -6.086  0.046
23 Cl -4.741 2.842 5.768  0.675
24 C -3.591 1.991 4.839  -0.700
25 C -2.692 1.103 5.463  -0.097
26 C -1.727 0.446 4.688  -0.008
27 C -1.643 0.650 3.296  -0.131
28 C -2.533 1.542 2.700  -0.023
29 C -3.494 2.220 3.452  -0.094
30 C -0.599 -0.035 2.449  -0.531
31 O 0.101 -0.916 2.943  0.028
32 O -0.572 0.400 1.182  -0.378
33 H -2.770 0.936 6.535  0.099
34 H -1.054 -0.262 5.166  0.116
35 H -2.486 1.692 1.623  0.115
36 H -4.185 2.911 2.987  0.099



No. 6
The ion C16H30N3O2 with charge +1, computed with the ωB97M-V functional and the def2-TZVPD basis.

As for the SMILES: O=C(CN1CCC([NH+]2CCCCC2)CC1)N1CCOCC1. As for the energy above the lowest of the compared OMol25 structures with the same formula, charge and spin: 0.0 kJ/mol. The lowest unoccupied orbital energy is -2.0 eV. The spin multiplicity is 1. Its energy is -25639.03806 eV. Its HOMO-LUMO gap is 9.388 eV. As for the charge: +1.

Each line ends with the Löwdin charge.
Positions of all 51 atoms, in Å:
1 O -0.503 -0.238 -0.320  0.006
2 C -1.442 0.570 -0.264  -0.355
3 C -1.229 2.051 0.081  -0.083
4 N 0.121 2.501 0.239  -0.164
5 C 0.856 2.039 1.401  -0.156
6 C 2.348 1.906 1.093  -0.113
7 C 2.601 1.081 -0.169  -0.227
8 N 2.137 -0.338 -0.038  -0.085
9 C 2.446 -1.018 1.239  -0.115
10 C 1.741 -2.369 1.290  -0.155
11 C 2.186 -3.259 0.136  -0.182
12 C 1.948 -2.519 -1.175  -0.155
13 C 2.658 -1.173 -1.147  -0.115
14 C 1.867 1.730 -1.363  -0.096
15 C 0.913 2.850 -0.908  -0.159
16 N -2.690 0.172 -0.507  -0.039
17 C -3.902 0.964 -0.428  -0.101
18 C -4.838 0.337 0.619  -0.176
19 O -5.119 -1.003 0.310  -0.114
20 C -3.944 -1.772 0.254  -0.175
21 C -2.983 -1.223 -0.805  -0.090
22 H -1.759 2.250 1.020  0.143
23 H -1.692 2.656 -0.703  0.135
24 H 0.449 1.080 1.746  0.115
25 H 0.727 2.758 2.224  0.131
26 H 2.874 1.497 1.955  0.117
27 H 2.768 2.896 0.918  0.130
28 H 3.680 1.045 -0.352  0.159
29 H 1.077 -0.297 -0.124  0.107
30 H 2.101 -0.412 2.074  0.119
31 H 3.530 -1.143 1.318  0.149
32 H 1.960 -2.845 2.246  0.126
33 H 0.662 -2.209 1.232  0.117
34 H 1.629 -4.195 0.148  0.120
35 H 3.245 -3.500 0.239  0.122
36 H 2.320 -3.101 -2.018  0.126
37 H 0.878 -2.358 -1.321  0.114
38 H 2.515 -0.655 -2.094  0.130
39 H 3.731 -1.312 -0.991  0.145
40 H 1.273 0.984 -1.891  0.107
41 H 2.583 2.146 -2.072  0.126
42 H 0.247 3.108 -1.732  0.131
43 H 1.491 3.749 -0.668  0.125
44 H -3.696 1.998 -0.164  0.118
45 H -4.395 0.933 -1.405  0.142
46 H -5.795 0.859 0.630  0.136
47 H -4.372 0.409 1.615  0.133
48 H -4.250 -2.787 0.001  0.135
49 H -3.445 -1.776 1.237  0.134
50 H -2.051 -1.787 -0.813  0.119
51 H -3.456 -1.278 -1.790  0.141



Q: Which of these has the lowest lowest unoccupied orbital energy?
A: C5H11N2O